1.
19
Properties=species:S:1:pos:R:3:forces:R:3 method="wB97M-V/def2-TZVPD" homo_ev="-13.275 / -13.280" total_charge=+1 orbital_gap_ev="8.8 / 4.4" e_lumo_ev="-4.460 / -8.883" total_energy_ha=-2195.620448 e_above_lowest_kj_mol=0.0 mol_weight_g_mol=277.92 multiplicity=6
C -1.7609 -1.5843 1.0344 -2.893 -2.471 1.674
C -1.4660 -3.0249 0.5966 0.207 -0.130 -0.383
O -2.7411 -3.6621 0.6046 0.951 -0.343 0.102
C -3.7153 -2.7532 0.6986 -2.124 -0.780 -0.867
O -3.2123 -1.5284 0.8702 1.669 1.361 0.155
O -4.8800 -3.0009 0.5572 1.308 0.382 0.457
O -1.1622 -0.6193 0.4266 0.839 1.290 -0.835
F -1.5863 -1.4999 2.4236 0.359 0.321 -0.620
H -0.7940 -3.5413 1.2886 -0.163 0.165 -0.105
O 1.1044 1.9567 0.1361 3.663 2.525 -2.364
C 2.0427 2.4302 -0.5793 -2.279 3.014 3.784
C 2.8798 1.9750 -1.5324 3.130 0.776 -2.907
O 3.7821 3.0033 -1.8404 -1.173 -3.602 -0.692
C 3.4379 4.0820 -1.1402 1.267 4.153 0.039
O 3.9372 5.1715 -1.2357 -0.936 -2.453 0.259
O 2.3999 3.7704 -0.3455 -1.605 -2.161 0.704
Fe -0.0915 0.7682 0.6309 -2.216 -2.045 0.914
H 2.8740 1.0990 -2.1677 0.213 -0.017 0.271
H -1.0483 -3.0420 -0.4263 -0.216 0.013 0.413

2.
19
Properties=species:S:1:pos:R:3:forces:R:3 method="wB97M-V/def2-TZVPD" homo_ev=-9.986 total_charge=0 orbital_gap_ev=10.8 e_lumo_ev=0.823 total_energy_ha=-348.183197 smiles=CC[C@@H](O)[C@@H](C)O e_above_lowest_kj_mol=56.8 mol_weight_g_mol=104.15
C 2.3647 0.1687 1.2479 0.071 -0.019 0.013
C 0.9235 0.6085 1.0153 -0.058 0.014 0.033
C 0.2994 -0.1337 -0.1668 0.061 0.274 -0.090
O 0.4374 -1.5335 -0.0412 -0.126 -0.101 0.131
C -1.1864 0.2261 -0.3763 0.174 0.196 -0.161
C -1.6077 0.0503 -1.8275 -0.007 -0.052 -0.028
O -1.9136 -0.6235 0.5084 -0.300 0.045 0.012
H 2.4002 -0.9029 1.4611 0.037 0.160 -0.003
H 2.9720 0.3440 0.3512 -0.076 -0.005 0.133
H 2.8259 0.7092 2.0804 -0.081 -0.069 -0.107
H 0.3145 0.4328 1.9129 0.078 -0.010 -0.105
H 0.8794 1.6875 0.8105 -0.008 -0.158 0.021
H 0.8544 0.1361 -1.0756 -0.084 0.015 0.102
H -0.2666 -1.8000 0.5713 0.103 -0.094 -0.195
H -1.3480 1.2732 -0.0770 0.065 -0.133 -0.030
H -1.3172 -0.9400 -2.1921 -0.070 0.097 0.055
H -2.6906 0.1773 -1.9536 0.144 -0.034 0.050
H -1.1172 0.8085 -2.4480 -0.061 -0.130 0.086
H -2.8242 -0.6888 0.1990 0.138 0.003 0.083

3.
19
Properties=species:S:1:pos:R:3:forces:R:3 method="wB97M-V/def2-TZVPD" homo_ev=-12.028 total_charge=+1 orbital_gap_ev=8.0 e_lumo_ev=-4.075 total_energy_ha=-323.497255 e_above_lowest_kj_mol=475.2 mol_weight_g_mol=102.16
C -2.8176 0.0288 -0.8276 1.955 0.890 -0.560
C 1.8600 -0.7796 -0.7807 0.258 1.715 -1.370
C -0.7023 1.6685 0.0818 -2.135 0.589 -1.538
C 1.2484 -0.9441 0.5549 1.594 2.509 3.314
N -1.7841 -0.3603 -0.1173 1.177 -1.092 -0.296
N -0.7530 0.3057 0.4383 -0.089 -2.000 -0.971
N 1.8456 -0.4668 1.6997 1.543 0.851 -2.613
H -3.5050 -0.7601 -1.0993 -0.054 0.344 -0.239
H -2.6300 1.0029 -1.3548 -1.207 -0.865 0.898
H 2.9670 -0.6210 -0.7160 -0.883 -0.595 0.029
H 1.5397 0.1043 -1.4776 0.038 -1.454 1.694
H 1.5575 -1.6888 -1.2942 0.577 -0.013 -0.442
H 0.0596 2.1038 0.6360 1.715 0.874 0.669
H -0.6325 1.9281 -1.0440 0.083 -0.544 1.448
H -1.6205 2.1628 0.4565 0.038 0.058 -0.323
H 0.5964 -1.7534 0.7148 -0.815 -0.706 0.236
H 1.6435 -0.7665 2.6700 -0.179 0.230 -1.227
H 2.7055 0.2281 1.5811 -2.662 -2.058 0.426
H -1.5783 -1.3924 -0.1214 -0.954 1.267 0.862

4.
111
Properties=species:S:1:pos:R:3:forces:R:3 method="wB97M-V/def2-TZVPD" homo_ev="-8.546 / -10.690" total_charge=+1 orbital_gap_ev="5.8 / 7.8" e_lumo_ev="-2.773 / -2.847" total_energy_ha=-3895.096744 e_above_lowest_kj_mol=185.2 mol_weight_g_mol=820.78 multiplicity=3
Ti 0.5787 -0.2278 0.2677 1.925 1.386 -2.111
C -0.6308 -3.3197 0.2064 0.675 1.046 -0.476
O -0.3405 -1.9353 0.6180 -1.933 -2.681 0.898
Si -1.0673 -1.3535 2.1308 1.086 0.779 0.521
C -0.7069 -2.5278 3.5475 1.935 1.048 -0.692
C -2.8787 -1.2934 1.7983 -0.001 0.281 0.365
C -0.0644 0.2377 2.1372 -0.922 0.750 1.663
Si 1.5243 0.2863 3.1771 -0.416 0.014 0.847
C 2.4830 -1.3576 3.3882 0.131 -0.393 -0.269
C 1.2721 0.7502 5.0156 -0.648 -0.421 -0.549
C 2.8792 1.5824 2.7929 -0.194 -0.364 0.460
Si -1.1628 1.7805 2.6238 0.632 -1.415 -0.612
C -0.1085 3.3083 2.8737 -0.397 0.800 0.276
C -2.4749 2.1926 1.3291 0.477 -0.175 0.957
C -2.0762 1.2894 4.1855 1.091 -0.248 0.168
H -0.4435 -3.9680 1.0672 -0.313 -0.051 -0.275
H 0.0834 -3.5505 -0.5970 -0.139 -0.072 0.323
H -1.6411 -3.4149 -0.2349 0.366 0.151 0.588
H -1.5453 -2.9718 4.0005 -1.070 -0.605 0.552
H -0.1131 -1.9493 4.2872 -0.553 -0.345 -0.216
H -0.0059 -3.2851 3.1880 -0.103 -0.263 0.129
H -3.2334 -2.3098 1.5846 -0.119 0.296 -0.088
H -3.0154 -0.6013 0.9602 -0.441 -0.363 0.084
H -3.3898 -0.9144 2.7087 0.110 -0.169 -0.634
H 2.2503 -1.8909 4.3194 0.206 0.552 0.188
H 3.5633 -1.1098 3.3459 -0.483 -0.295 0.205
H 2.3028 -2.1649 2.6755 0.001 0.174 -0.426
H 0.6782 0.0589 5.6404 -0.082 0.469 -0.388
H 0.9759 1.7968 5.1237 -0.160 -0.219 0.228
H 2.2722 0.6493 5.3823 0.858 0.134 0.444
H 3.0699 1.8309 1.7606 0.213 -0.115 -0.305
H 3.7741 1.1556 3.2736 -0.045 0.133 -0.379
H 2.7012 2.5171 3.3283 -0.187 -0.023 -0.055
H -0.6296 4.1783 2.4213 0.140 -0.372 0.296
H 0.8548 3.2572 2.3735 0.057 -0.134 0.186
H 0.0332 3.5435 3.9504 0.063 -0.144 -0.668
H -2.0803 2.7955 0.5359 0.112 0.309 -0.634
H -3.2107 2.7732 1.8679 -0.331 0.420 0.074
H -3.0019 1.3358 0.9488 -0.136 -0.268 -0.330
H -1.8383 1.9869 4.9809 0.037 0.007 0.340
H -1.8207 0.2677 4.5105 -0.012 0.410 0.021
H -3.1178 1.3342 4.0235 -1.372 0.039 -0.126
C 4.4618 -3.0320 -2.6705 0.197 -0.674 0.790
C 3.3258 -2.0952 -2.2373 0.280 -0.622 1.000
Sb 2.9469 -1.6856 -0.0525 1.200 -0.280 -1.596
C 2.8692 -3.8381 0.3488 1.064 0.545 -0.033
C 4.2127 -4.4350 0.7671 -0.039 0.435 0.404
C 4.9372 -0.7514 0.4390 -0.868 -0.558 -0.166
C 5.8725 -1.5009 1.3700 0.443 -0.034 0.542
H 4.6032 -3.1042 -3.7619 -0.138 0.337 0.357
H 4.2177 -4.0688 -2.3460 0.317 0.575 -0.095
H 5.4392 -2.7565 -2.2045 -0.694 -0.167 -0.400
H 2.3682 -2.4751 -2.5728 -0.065 -0.178 -0.152
H 3.4521 -1.1275 -2.6423 0.113 0.970 -0.617
H 2.5074 -4.2807 -0.5716 -0.275 0.025 -0.165
H 2.1517 -3.9237 1.1367 -0.610 -0.379 0.396
H 5.0341 -4.0405 0.1720 0.049 -0.138 -0.071
H 4.2710 -5.5197 0.7769 -0.275 -0.163 -0.288
H 4.3820 -4.1339 1.7959 0.292 0.054 0.184
H 4.6497 0.1893 0.9064 -0.153 0.054 -0.161
H 5.3833 -0.5452 -0.5418 -0.062 -0.038 0.265
H 5.3538 -2.1512 2.0715 -0.157 -0.063 -0.055
H 6.3951 -0.7797 2.0372 0.095 -0.458 -0.695
H 6.5774 -2.1424 0.8172 -0.096 0.394 0.315
C -6.4067 -1.2347 -1.2065 0.437 1.140 0.720
C -5.4718 -0.9649 -2.4035 -1.864 -0.275 -0.423
N -5.0428 0.4049 -2.5448 0.595 0.632 -0.005
C -6.0829 1.4282 -2.7150 0.344 0.291 1.003
C -6.5186 2.0474 -1.3597 -0.111 -0.442 -0.319
C -3.7975 0.8819 -2.2671 -0.768 1.333 0.226
O -3.6377 2.0753 -1.9161 0.358 -2.128 -0.981
C -2.6219 -0.0482 -2.4061 -0.163 0.364 -0.086
C -2.5505 -1.2682 -3.0865 -0.351 -0.028 -0.639
C -1.3862 -2.0465 -3.0810 -0.659 0.886 0.667
C -0.2809 -1.4212 -2.5356 -1.054 0.938 1.518
N -0.3987 -0.3151 -1.6979 0.813 -0.280 -1.654
C -1.5188 0.4075 -1.7010 -0.371 -1.368 0.006
H -6.5151 -2.3021 -1.1089 -0.254 -0.418 0.010
H -7.4041 -0.7592 -1.2980 0.608 -0.365 -0.010
H -5.9244 -0.8633 -0.2542 -0.522 -0.322 -0.933
H -6.0094 -1.2851 -3.3339 0.438 0.266 0.554
H -4.6519 -1.6220 -2.2858 0.786 -0.376 0.128
H -6.9021 0.9090 -3.1603 -0.725 -0.212 -0.475
H -5.6936 2.1704 -3.4263 -0.204 -0.083 0.380
H -6.9660 1.2516 -0.7145 0.506 0.852 -0.378
H -7.2633 2.8292 -1.5051 -0.135 -0.087 -0.140
H -5.6521 2.5282 -0.9057 -0.155 -0.280 0.198
H -3.3575 -1.5971 -3.7556 0.176 0.100 0.698
H -1.4419 -3.1099 -3.3233 0.487 0.553 -0.799
H 0.6942 -1.7856 -2.7457 0.682 -0.275 0.516
H -1.6843 1.3073 -1.0973 0.673 -0.326 -0.046
C 2.3199 3.5709 -0.0976 -1.715 0.158 -0.522
P 1.7955 1.9502 -0.8963 0.130 0.391 -0.346
C 3.3567 1.5264 -1.8088 0.299 0.722 0.589
C 0.8444 2.5957 -2.3324 -1.137 0.305 -0.179
C 0.9562 1.9919 -3.6144 0.842 -0.336 1.678
C 0.5594 2.6793 -4.7219 -0.858 0.621 -1.516
C -0.2007 3.8532 -4.5937 0.862 0.012 1.057
C -0.4590 4.3826 -3.3074 -0.234 0.891 -1.400
C 0.0328 3.7606 -2.1668 1.050 -0.834 -0.079
H 1.6085 3.9345 0.6660 0.397 -0.536 -0.214
H 2.3473 4.3819 -0.8211 0.041 -0.158 -0.450
H 3.2907 3.5034 0.3032 1.158 -0.325 0.735
H 3.7563 2.4439 -2.2815 -0.173 -0.484 0.145
H 3.2399 0.7514 -2.5511 -0.323 0.039 -0.187
H 4.0900 1.1431 -1.0948 -0.025 0.224 0.011
H 1.4325 0.9986 -3.7339 -0.051 0.869 0.146
H 0.8849 2.3326 -5.7226 -0.575 0.096 0.672
H -0.4644 4.4328 -5.4683 -0.113 -0.092 0.021
H -0.9147 5.4066 -3.3260 0.121 -1.255 0.567
H -0.1010 4.1784 -1.1518 0.064 -0.094 -0.800